(1)
This record from the Open Molecules 2025 dataset describes a structure of composition C31H34IrN6O4S2. The level of theory is the ωB97M-V functional and the def2-TZVPD basis.

```
78
Properties=species:S:1:pos:R:3:forces:R:3
Ir -0.305 -0.049 -2.158 -0.18 -0.37 0.19
N 0.508 0.212 -6.412 -0.01 -0.03 0.01
C 0.315 0.353 -5.018 -0.10 -0.10 -0.05
S -0.984 -0.674 -4.343 0.09 0.22 -0.07
N 1.043 1.180 -4.383 0.07 0.02 0.00
N 0.662 1.432 -3.058 0.04 -0.08 -0.08
C 1.765 1.401 -2.072 -0.04 0.01 -0.03
C 2.863 0.438 -2.438 0.13 0.04 0.03
C 4.190 0.817 -2.506 -0.04 0.00 -0.03
C 5.199 -0.088 -2.834 -0.02 -0.05 0.00
C 4.841 -1.405 -3.095 0.04 0.04 -0.01
C 3.517 -1.811 -3.025 -0.07 -0.02 0.02
C 2.493 -0.906 -2.683 0.06 -0.01 -0.01
O 1.263 -1.332 -2.566 0.06 -0.07 -0.06
H 0.391 -0.754 -6.686 0.01 -0.03 0.00
H 1.434 0.540 -6.656 0.00 0.04 0.01
H 2.201 2.395 -1.893 0.01 -0.01 0.06
H 4.439 1.855 -2.300 0.00 -0.01 0.00
H 6.234 0.228 -2.879 0.00 0.00 -0.01
H 5.605 -2.132 -3.355 0.00 0.00 0.00
H 3.232 -2.840 -3.217 0.02 0.00 0.00
C -0.688 -2.410 7.089 0.00 0.00 0.01
C -1.066 -1.688 5.821 0.00 0.00 0.00
C -2.066 -0.719 5.818 0.00 0.01 0.01
C -2.399 -0.043 4.654 0.00 0.01 0.01
C -1.731 -0.325 3.471 0.00 -0.03 -0.02
C -0.740 -1.294 3.457 0.00 0.00 -0.01
C -0.413 -1.967 4.625 -0.01 0.01 0.00
S -2.166 0.578 1.979 -0.11 -0.08 0.13
O -1.537 1.867 2.134 0.00 -0.02 0.00
O -3.622 0.574 1.974 0.00 0.00 -0.01
N -1.491 -0.206 0.817 0.13 0.11 -0.22
C -2.020 -1.250 0.156 0.15 -0.06 0.01
C -3.093 -2.060 0.606 -0.05 -0.04 0.01
C -3.490 -3.148 -0.127 -0.01 -0.01 0.06
C -2.830 -3.474 -1.313 0.07 0.02 -0.03
C -1.797 -2.650 -1.705 0.04 -0.15 0.17
N -1.399 -1.578 -1.013 -0.22 0.15 -0.17
H -1.401 -2.202 7.887 0.00 0.00 0.00
H 0.301 -2.103 7.438 0.00 0.00 0.00
H -0.658 -3.491 6.935 0.00 0.00 0.00
H -2.592 -0.494 6.741 0.00 0.00 0.00
H -3.186 0.702 4.648 0.00 0.00 0.00
H -0.230 -1.507 2.526 0.00 0.00 0.02
H 0.367 -2.721 4.605 0.00 0.00 0.00
H -3.597 -1.788 1.521 -0.01 0.02 -0.01
H -4.315 -3.757 0.226 0.00 0.00 0.00
H -3.114 -4.323 -1.919 0.01 -0.01 0.00
H -1.238 -2.840 -2.614 -0.01 0.03 -0.03
C -1.765 3.250 -1.889 0.00 -0.03 0.03
C -2.457 2.031 -2.481 -0.10 -0.13 -0.27
C -3.963 2.095 -2.232 0.00 0.00 -0.05
O -2.029 0.828 -1.917 0.10 0.29 0.39
H -2.173 4.168 -2.326 0.00 0.00 0.00
H -0.699 3.198 -2.105 -0.04 0.01 -0.03
H -1.927 3.271 -0.807 0.04 -0.01 0.01
H -2.284 2.014 -3.571 0.07 0.04 0.02
H -4.150 2.068 -1.155 0.00 0.00 0.00
H -4.453 1.231 -2.686 0.01 0.00 0.00
H -4.396 3.010 -2.648 0.00 0.00 0.00
C 1.200 3.462 0.255 -0.03 0.00 -0.01
C 1.644 2.212 0.959 -0.02 0.04 0.02
C 2.146 2.310 2.253 0.01 0.02 0.01
C 2.478 1.188 2.987 0.01 -0.01 0.00
C 2.302 -0.061 2.410 -0.02 0.01 -0.02
C 1.818 -0.201 1.116 0.02 0.06 -0.01
C 1.688 -1.577 0.530 -0.01 -0.01 0.02
C 1.484 0.948 0.366 0.13 -0.35 -0.05
N 1.002 0.844 -0.944 -0.20 0.47 0.01
H 0.898 4.213 0.987 0.00 0.01 0.00
H 0.350 3.244 -0.387 0.03 0.00 0.03
H 1.988 3.894 -0.369 0.01 -0.01 0.02
H 2.234 3.296 2.699 0.00 0.00 0.00
H 2.847 1.279 4.003 0.00 0.00 0.00
H 2.543 -0.957 2.973 0.01 0.01 0.00
H 1.893 -2.332 1.295 0.00 0.01 0.00
H 2.391 -1.721 -0.290 0.00 -0.01 -0.01
H 0.695 -1.746 0.118 0.00 0.00 -0.01
```
Positions in Å, forces in eV/Å.

## Properties
**LUMO (alpha / beta)**: 0.15257 / 0.15257 hartree
**Frontier orbital gap (alpha / beta)**: 5.50 / 5.43 eV
**Molar mass**: 811.00 Da
**Relative energy (zero: lowest compared OMol25 entry of this formula, charge and spin)**: 0.0765 eV
**2S+1**: 2
**Total charge**: -2
**Strongest force on any atom**: 0.516 eV/A

(2)
This record from the Open Molecules 2025 dataset describes a cluster of 2 separate species, C31H34N2 in total at a distorted geometry. The level of theory is the ωB97M-V functional and the def2-TZVPD basis.

```
67
Properties=species:S:1:pos:R:3:forces:R:3
C -4.816 2.846 0.332 -0.26 0.33 0.11
C -4.013 1.824 -0.394 0.10 -0.06 -0.03
C -3.385 0.807 0.298 0.03 0.01 -0.29
C -2.610 -0.149 -0.345 -0.12 0.25 -0.34
C -2.007 -1.190 0.533 0.35 -0.45 0.17
C -2.444 -0.089 -1.739 0.10 0.02 0.02
C -1.634 -1.118 -2.527 0.01 0.35 -0.48
C -2.277 -2.506 -2.478 0.11 -0.17 0.04
C -0.137 -1.177 -2.161 -0.69 0.14 0.18
C 0.604 0.103 -2.289 0.78 -0.68 0.57
C 1.883 0.366 -1.821 -0.52 -0.05 -0.18
C 2.423 1.694 -1.996 0.56 0.43 0.13
C 1.626 2.790 -2.618 -0.15 0.32 -0.13
C 3.695 1.982 -1.558 -0.72 0.21 -0.38
C 4.493 1.031 -0.934 0.07 -0.28 0.18
C 5.869 1.371 -0.487 0.22 -0.29 0.20
C 3.979 -0.245 -0.735 -0.13 -0.14 -0.08
C 2.721 -0.609 -1.156 0.23 -0.35 0.30
C 2.312 -2.018 -0.894 0.39 -0.41 -0.11
C -3.097 0.932 -2.446 -0.02 0.04 0.36
C -3.012 1.049 -3.930 -0.08 0.14 -0.42
C -3.862 1.867 -1.767 0.10 -0.12 0.05
H -5.240 3.578 -0.360 0.02 -0.06 0.11
H -5.638 2.373 0.876 0.07 0.11 0.03
H -4.186 3.379 1.048 -0.14 -0.02 0.02
H -3.504 0.754 1.368 0.03 -0.07 0.26
H -1.491 -1.968 -0.017 -0.01 -0.03 0.16
H -1.287 -0.737 1.218 -0.03 -0.06 0.14
H -2.785 -1.680 1.122 0.10 0.05 0.09
H -1.646 -0.806 -3.583 -0.10 -0.12 0.34
H -3.306 -2.480 -2.835 0.04 0.10 -0.04
H -1.722 -3.220 -3.089 0.02 0.00 -0.11
H -2.302 -2.909 -1.468 -0.04 -0.01 -0.02
H -0.043 -1.539 -1.140 0.20 -0.04 -0.09
H 0.337 -1.932 -2.800 0.09 0.02 0.04
H 0.082 0.891 -2.802 -0.14 0.34 -0.08
H 2.186 3.728 -2.617 -0.04 -0.19 0.03
H 1.376 2.562 -3.655 -0.09 0.01 0.01
H 0.704 2.961 -2.060 -0.05 0.00 -0.08
H 4.085 2.977 -1.685 0.02 0.23 -0.05
H 6.351 0.512 -0.015 -0.07 0.12 -0.03
H 6.483 1.677 -1.336 -0.06 0.12 -0.01
H 5.846 2.186 0.238 -0.03 0.06 -0.06
H 4.592 -0.974 -0.233 0.03 -0.20 0.15
H 3.149 -2.609 -0.518 -0.04 0.27 0.16
H 1.532 -2.069 -0.133 -0.03 -0.05 0.00
H 1.979 -2.512 -1.807 -0.17 0.02 0.07
H -3.583 1.909 -4.285 0.04 -0.06 0.06
H -1.981 1.190 -4.256 0.01 -0.07 -0.20
H -3.424 0.163 -4.416 0.12 0.00 -0.13
H -4.353 2.646 -2.325 -0.13 0.20 -0.16
C 2.150 -0.681 3.424 -0.95 -0.33 0.43
C 2.871 -1.660 2.818 1.67 -2.50 -1.38
N 3.457 -2.545 2.314 -0.58 1.01 0.29
C 1.025 -1.003 4.256 -0.54 -0.18 0.45
C 0.210 0.001 4.797 0.27 -0.07 -0.29
C -0.839 -0.312 5.626 -0.14 -0.11 0.12
C -1.101 -1.630 5.950 -0.42 -0.12 0.32
C -0.318 -2.638 5.419 -0.18 0.00 0.11
C 0.721 -2.334 4.575 0.23 0.22 -0.20
C 2.554 0.607 3.269 1.00 3.50 -0.29
N 2.869 1.735 3.180 -0.35 -1.36 -0.10
H 0.419 1.027 4.553 0.08 0.30 -0.04
H -1.455 0.476 6.029 -0.10 0.15 0.09
H -1.910 -1.871 6.622 -0.12 -0.03 0.08
H -0.512 -3.667 5.677 -0.06 -0.19 0.03
H 1.334 -3.118 4.168 0.19 -0.24 -0.10
```
Positions in Å, forces in eV/Å.

## Properties
**LUMO**: -0.10844 hartree
**Frontier orbital gap**: 2.74 eV
**Molar mass**: 434.63 Da
**Relative energy (zero: lowest compared OMol25 entry of this formula, charge and spin)**: 0.0000 eV
**Total charge**: 0
**Strongest force on any atom**: 3.654 eV/A

(3)
This record from the Open Molecules 2025 dataset describes a cluster of 7 separate species, C31H35Br14ClO3 in total at a distorted geometry. The level of theory is the ωB97M-V functional and the def2-TZVPD basis.

```
84
Properties=species:S:1:pos:R:3:forces:R:3
C 1.049 -1.050 -2.026 -0.12 -0.68 0.61
C 2.299 -1.107 -1.089 0.13 0.41 0.13
Br 3.332 -2.784 -1.196 -0.95 1.24 0.02
C 2.685 -0.105 -0.244 -1.06 -1.04 -1.16
Br 4.313 -0.364 0.799 -1.10 0.81 -0.39
C 1.819 1.166 -0.190 0.43 1.24 0.20
C 2.480 2.434 -0.542 -2.12 0.71 0.39
C 1.731 3.702 -0.549 -1.26 -2.46 0.68
C 0.321 3.640 -0.205 0.37 -1.14 -0.03
C -0.335 2.362 0.140 1.07 0.65 -0.56
C 0.398 1.108 0.159 0.81 2.44 -0.45
C -1.870 2.466 0.438 0.76 0.81 -0.82
O -2.409 1.879 1.346 0.22 0.02 -0.63
C -2.632 3.441 -0.523 -0.63 0.44 -0.81
C -3.939 3.068 -1.072 1.43 2.12 -0.49
C -4.620 1.693 -0.748 0.67 0.42 1.02
C -5.753 2.010 0.315 0.02 1.01 -1.04
O -6.322 3.052 0.273 0.11 -0.59 0.36
Cl -6.236 0.862 1.636 0.62 0.04 -0.80
C -4.549 4.069 -1.975 1.30 -0.13 0.82
C -3.929 5.352 -2.285 1.35 -0.96 1.18
C -2.608 5.702 -1.729 -1.10 -2.41 0.85
C -1.978 4.724 -0.865 -0.89 -0.72 -0.12
C -0.562 4.938 -0.229 -0.46 -1.11 -0.57
O -0.168 5.996 0.192 -0.09 -0.38 -0.44
H 1.123 -1.846 -2.815 0.08 0.99 0.66
H 0.870 -0.037 -2.461 0.41 -0.84 0.30
H 0.127 -1.305 -1.427 0.95 0.21 -0.56
H 3.555 2.486 -0.840 -1.08 -0.42 0.42
H 2.176 4.678 -0.833 -0.24 -0.93 0.31
H -0.160 0.179 0.402 0.78 0.72 -0.12
H -5.035 1.249 -1.689 0.16 0.35 1.09
H -3.891 0.995 -0.251 -0.77 0.64 -0.78
H -5.536 3.775 -2.413 1.04 0.52 0.35
H -4.451 6.090 -2.950 0.97 -1.06 0.98
H -2.080 6.657 -1.930 -0.62 -0.79 0.08
Br -7.718 0.917 -1.921 -0.31 -0.12 -0.25
C -8.571 2.110 -3.201 -0.16 -0.17 0.13
C -8.167 1.772 -4.613 0.05 0.21 -0.16
Br -6.370 2.409 -5.013 0.00 -0.21 -0.01
H -8.313 3.126 -2.909 0.03 -0.07 -0.10
H -9.641 1.959 -3.062 0.06 0.00 -0.06
H -8.814 2.279 -5.329 0.00 -0.01 0.10
H -8.175 0.703 -4.816 -0.01 0.08 0.11
Br -6.583 5.984 -3.819 -0.84 0.35 -0.37
C -6.971 6.953 -5.463 -0.14 -0.31 0.01
C -5.703 7.314 -6.194 0.03 0.28 -0.09
Br -4.809 8.826 -5.353 0.04 -0.12 0.03
H -7.571 7.817 -5.189 0.13 -0.02 -0.05
H -7.576 6.271 -6.060 0.08 0.04 -0.02
H -5.926 7.643 -7.208 -0.05 -0.04 0.07
H -4.983 6.500 -6.231 -0.12 0.02 0.05
Br 7.977 -3.570 0.424 -0.07 0.05 -0.04
C 6.409 -3.943 1.516 0.23 0.05 0.13
C 5.984 -5.383 1.389 -0.28 0.01 -0.02
Br 5.052 -5.698 -0.293 0.12 -0.18 -0.04
H 5.636 -3.239 1.213 0.01 -0.13 -0.04
H 6.715 -3.723 2.538 -0.02 -0.13 -0.04
H 5.264 -5.639 2.165 0.06 0.08 -0.03
H 6.816 -6.082 1.427 -0.01 0.14 -0.01
Br 9.146 -5.946 3.548 -0.24 0.11 0.05
C 8.528 -6.247 5.371 0.17 -0.22 -0.22
C 7.121 -6.784 5.399 -0.12 0.11 0.19
Br 5.817 -5.375 5.060 -0.01 -0.05 0.01
H 8.638 -5.304 5.902 -0.09 -0.09 -0.01
H 9.223 -6.975 5.786 -0.09 0.03 -0.01
H 6.875 -7.163 6.391 0.06 0.04 -0.04
H 6.944 -7.564 4.662 0.09 0.09 0.02
Br -5.335 -2.018 -1.004 -0.08 0.04 -0.03
C -6.882 -2.406 0.114 0.25 0.02 0.15
C -7.307 -3.845 -0.020 -0.28 -0.04 -0.06
Br -8.271 -4.148 -1.685 0.09 -0.04 0.02
H -7.661 -1.700 -0.166 0.02 -0.12 0.00
H -6.555 -2.195 1.132 -0.03 -0.04 -0.06
H -8.012 -4.111 0.768 0.06 0.08 -0.02
H -6.473 -4.543 -0.005 -0.02 0.13 -0.01
Br 12.697 -5.387 4.308 0.08 0.04 0.13
C 12.497 -4.456 6.007 0.22 -0.01 -0.27
C 12.892 -5.334 7.167 -0.15 0.09 0.20
Br 11.508 -6.642 7.579 0.12 -0.04 0.01
H 11.466 -4.110 6.059 0.07 -0.07 0.07
H 13.161 -3.595 5.938 -0.03 -0.06 0.08
H 13.000 -4.742 8.076 -0.02 0.00 -0.08
H 13.809 -5.890 6.990 -0.09 0.06 -0.08
```
Positions in Å, forces in eV/Å.

## Properties
**SMILES**: C/C(Br)=C(/Br)c1ccc2c(c1)C(=O)c1c(CC(=O)Cl)cccc1C2=O.BrCCBr.BrCCBr.BrCCBr.BrCCBr.BrCCBr.BrCCBr
**LUMO**: -0.02720 hartree
**Frontier orbital gap**: 8.14 eV
**Molar mass**: 1609.73 Da
**Total charge**: 0
**Strongest force on any atom**: 2.845 eV/A

- Which formula does entry 3 have?
  C31H35Br14ClO3